{"formula": "C27H37Cl42O6P", "method": "wB97M-V/def2-TZVPD", "symbols": ["C", "C", "O", "P", "O", "C", "C", "C", "C", "O", "C", "O", "C", "C", "C", "C", "O", "O", "C", "C", "H", "H", "H", "H", "H", "H", "H", "H", "H", "H", "H", "H", "H", "H", "H", "H", "H", "H", "H", "H", "H", "H", "H", "C", "Cl", "Cl", "Cl", "H", "C", "Cl", "Cl", "Cl", "H", "C", "Cl", "Cl", "Cl", "H", "C", "Cl", "Cl", "Cl", "H", "C", "Cl", "Cl", "Cl", "H", "C", "Cl", "Cl", "Cl", "H", "C", "Cl", "Cl", "Cl", "H", "C", "Cl", "Cl", "Cl", "H", "C", "Cl", "Cl", "Cl", "H", "C", "Cl", "Cl", "Cl", "H", "C", "Cl", "Cl", "Cl", "H", "C", "Cl", "Cl", "Cl", "H", "C", "Cl", "Cl", "Cl", "H", "C", "Cl", "Cl", "Cl", "H"], "positions_angstrom": [[-0.389, -4.344, -1.497], [-1.484, -3.581, -0.744], [-1.844, -4.203, 0.511], [-1.056, -3.770, 1.836], [-0.972, -4.913, 2.773], [0.618, -3.237, 1.423], [0.786, -1.775, 0.884], [1.811, -1.029, 1.729], [1.318, -0.618, 3.127], [1.813, 0.724, 3.364], [2.141, 1.335, 2.204], [2.192, 2.517, 2.124], [2.466, 0.274, 1.184], [2.382, 0.604, -0.310], [1.467, 1.834, -0.623], [-0.078, 1.607, -0.556], [0.674, 1.749, -1.780], [-1.781, -2.519, 2.551], [-2.892, -1.835, 1.931], [-2.710, -0.313, 2.075], [-0.086, -5.246, -0.961], [-0.670, -4.562, -2.522], [0.507, -3.713, -1.533], [-1.224, -2.527, -0.600], [-2.395, -3.567, -1.348], [1.071, -3.938, 0.721], [1.187, -3.317, 2.349], [-0.191, -1.280, 0.935], [1.085, -1.844, -0.161], [2.638, -1.727, 1.872], [0.231, -0.519, 3.176], [1.706, -1.244, 3.930], [3.526, 0.077, 1.391], [1.961, -0.207, -0.905], [3.361, 0.849, -0.734], [1.846, 2.822, -0.306], [-0.374, 2.530, -0.073], [-0.116, 0.622, -0.106], [-3.813, -2.145, 2.425], [-2.989, -2.069, 0.873], [-3.657, 0.171, 2.316], [-2.010, -0.107, 2.887], [-2.312, 0.131, 1.158], [-0.953, 4.726, 4.125], [-2.103, 3.798, 5.093], [-0.756, 4.014, 2.530], [-1.442, 6.416, 4.014], [0.007, 4.692, 4.620], [-2.547, -6.430, -4.377], [-2.823, -5.342, -5.730], [-0.819, -6.698, -4.141], [-3.293, -5.773, -2.916], [-3.013, -7.382, -4.593], [5.206, -3.658, 3.626], [5.921, -5.097, 2.915], [5.916, -2.195, 2.929], [3.456, -3.659, 3.389], [5.406, -3.656, 4.689], [-4.574, -1.886, -5.924], [-3.697, -1.640, -4.411], [-3.434, -2.198, -7.235], [-5.730, -3.207, -5.774], [-5.121, -0.980, -6.154], [-2.459, 6.043, 0.031], [-1.450, 4.988, -0.964], [-3.251, 7.279, -0.949], [-3.656, 5.119, 0.936], [-1.805, 6.534, 0.742], [6.477, -7.006, -0.438], [5.117, -7.340, -1.509], [6.718, -5.269, -0.258], [6.238, -7.788, 1.132], [7.368, -7.423, -0.887], [6.894, -3.206, -3.785], [8.164, -4.422, -3.928], [5.303, -3.965, -3.752], [7.141, -2.206, -2.352], [6.944, -2.565, -4.655], [-7.833, -0.861, -2.798], [-9.237, -1.907, -2.580], [-6.347, -1.696, -2.364], [-7.759, -0.250, -4.455], [-7.940, -0.012, -2.140], [-7.774, 4.853, -0.023], [-7.060, 5.978, -1.182], [-9.145, 4.011, -0.749], [-6.566, 3.715, 0.564], [-8.142, 5.426, 0.817], [-6.037, 4.503, -4.433], [-5.792, 2.765, -4.253], [-4.510, 5.371, -4.289], [-6.830, 4.867, -5.969], [-6.687, 4.830, -3.634], [-2.114, 9.697, 6.611], [-3.459, 8.682, 7.132], [-0.587, 9.108, 7.281], [-2.039, 9.778, 4.852], [-2.279, 10.697, 6.988], [2.513, 5.324, 6.724], [2.702, 4.399, 5.231], [4.056, 6.019, 7.223], [1.286, 6.584, 6.547], [2.186, 4.645, 7.500], [1.686, 6.082, -3.108], [1.028, 4.472, -2.838], [0.688, 6.990, -4.246], [1.845, 6.958, -1.581], [2.673, 5.977, -3.537], [10.923, -7.363, -3.254], [9.604, -7.530, -2.089], [12.193, -8.540, -2.933], [10.318, -7.516, -4.902], [11.342, -6.372, -3.140]], "mulliken_charge": [-1.37, 0.39, -0.43, 0.66, -0.82, -0.10, 0.52, 0.05, -0.11, -0.42, 0.36, -0.57, 0.25, -1.39, 0.16, 1.57, -0.55, -0.39, 0.04, -0.93, 0.42, 0.17, 0.31, -0.14, 0.49, 0.55, -0.35, -0.45, 0.28, 0.14, -0.12, 0.22, 0.41, 0.26, 0.39, 0.54, -0.25, -1.07, 0.45, 0.04, 0.43, 0.20, 0.09, 0.66, -0.16, 0.03, -0.07, -0.48, -0.05, -0.08, -0.12, -0.08, 0.38, -0.12, -0.05, -0.14, -0.04, 0.37, -0.11, -0.02, -0.12, -0.08, 0.32, -0.07, 0.03, -0.14, -0.04, 0.23, 0.73, -0.11, -0.04, -0.14, -0.38, -0.11, -0.06, -0.08, -0.11, 0.37, 0.05, -0.13, -0.04, -0.13, 0.24, -0.04, -0.10, -0.13, -0.09, 0.35, 0.34, -0.05, -0.08, -0.15, -0.06, -0.02, -0.12, -0.10, -0.12, 0.37, -0.03, -0.06, -0.14, -0.07, 0.29, -0.05, -0.03, -0.12, -0.12, 0.33, 0.00, -0.14, -0.12, -0.12, 0.31], "fmax_ev_per_a": 4.241, "energy_ha": -21171.79781, "e_lumo_ev": 0.1}

---

{"formula": "C27H37CuN4S3", "method": "wB97M-V/def2-TZVPD", "symbols": ["Cu", "C", "C", "C", "C", "C", "C", "C", "C", "C", "C", "C", "C", "N", "C", "C", "C", "C", "C", "N", "C", "C", "C", "C", "H", "H", "H", "H", "H", "H", "H", "H", "H", "H", "H", "H", "H", "H", "H", "H", "H", "H", "H", "H", "H", "H", "H", "H", "H", "H", "H", "H", "H", "S", "C", "S", "S", "C", "C", "C", "C", "N", "N", "C", "H", "H", "H", "H", "H", "H", "H", "H"], "positions_angstrom": [[1.437, -0.437, 0.742], [-3.691, 0.302, -2.170], [-3.003, 0.269, -0.805], [-3.590, 1.334, 0.124], [-3.067, -1.105, -0.156], [-4.323, -1.592, 0.207], [-4.459, -2.774, 0.909], [-3.313, -3.472, 1.261], [-2.041, -3.032, 0.911], [-0.854, -3.888, 1.323], [-0.062, -4.426, 0.131], [0.033, -3.178, 2.349], [-1.920, -1.847, 0.169], [-0.644, -1.351, -0.204], [-0.432, -1.239, -1.468], [0.655, -0.503, -2.030], [0.921, -0.260, -3.377], [2.009, 0.618, -3.402], [2.350, 0.870, -2.060], [1.524, 0.207, -1.233], [3.518, 1.680, -1.536], [4.089, 2.550, -2.657], [4.613, 0.731, -1.027], [3.080, 2.583, -0.381], [-3.587, 1.288, -2.629], [-4.759, 0.086, -2.076], [-3.263, -0.435, -2.852], [-1.957, 0.533, -0.960], [-4.660, 1.180, 0.286], [-3.466, 2.328, -0.313], [-3.096, 1.323, 1.098], [-5.207, -1.022, -0.058], [-5.438, -3.150, 1.178], [-3.398, -4.402, 1.812], [-1.292, -4.755, 1.827], [0.433, -3.630, -0.424], [-0.721, -4.970, -0.551], [0.719, -5.107, 0.472], [0.434, -2.244, 1.958], [0.888, -3.800, 2.624], [-0.538, -2.946, 3.252], [-1.132, -1.689, -2.183], [0.386, -0.675, -4.219], [2.496, 1.020, -4.276], [4.482, 1.940, -3.472], [4.910, 3.159, -2.269], [3.330, 3.220, -3.069], [4.911, 0.030, -1.808], [4.264, 0.145, -0.173], [5.492, 1.306, -0.718], [2.308, 3.288, -0.704], [3.936, 3.159, -0.018], [2.694, 2.000, 0.457], [4.876, -2.862, 2.448], [3.623, -1.982, 1.818], [2.857, -0.636, 2.602], [2.879, -2.254, 0.288], [-0.947, 4.232, -0.128], [-0.611, 3.133, 0.821], [-0.671, 3.057, 2.196], [-0.147, 1.790, 2.527], [0.199, 1.137, 1.427], [-0.117, 1.960, 0.403], [-0.026, 1.157, 3.875], [-1.373, 5.075, 0.414], [-1.672, 3.906, -0.875], [-0.057, 4.580, -0.654], [-1.039, 3.810, 2.873], [0.232, 1.694, -0.514], [0.325, 1.881, 4.610], [0.666, 0.317, 3.849], [-0.996, 0.782, 4.207]], "mulliken_spin": [0.41, 0.00, 0.00, 0.00, 0.00, 0.00, 0.00, 0.00, 0.00, 0.00, 0.01, 0.00, 0.00, 0.01, -0.01, -0.01, 0.00, 0.00, 0.01, 0.02, 0.00, 0.00, 0.00, 0.00, 0.00, 0.00, 0.00, 0.00, 0.00, 0.00, 0.00, 0.00, 0.00, 0.00, 0.00, 0.00, 0.00, 0.00, 0.00, 0.00, 0.00, 0.00, 0.00, 0.00, 0.00, 0.00, 0.00, 0.00, 0.00, 0.00, 0.00, 0.00, 0.00, 0.02, -0.04, 0.24, 0.32, 0.00, 0.00, 0.00, 0.00, 0.04, -0.01, 0.00, 0.00, 0.00, 0.00, 0.00, 0.00, 0.00, 0.00, 0.00], "fmax_ev_per_a": 0.637, "multiplicity": 2, "energy_ha": -4105.25514, "e_above_lowest_kcal_mol": 0.0, "e_lumo_ev": [2.4, 2.4], "charge": -1}